24
Properties=species:S:1:pos:R:3:lowdin_charge:R:1 method="wB97M-V/def2-TZVPD" multiplicity=1 smiles=O.O.O.O.O.O.O.O homo_lumo_gap_ev=9.7 total_charge=0
O -3.00936 -13.47506 -22.39186 -0.04
H -2.37818 -12.94983 -22.83749 -0.06
H -3.78240 -13.23103 -22.91715 0.04
O -1.49826 -7.99154 -25.43222 -0.03
H -0.54203 -8.00038 -25.51440 0.03
H -1.61818 -8.81423 -25.00620 -0.02
O 0.16926 -10.91980 -20.73775 -0.07
H 0.84262 -11.25577 -20.12693 0.05
H 0.52038 -11.04233 -21.63760 -0.02
O -0.18026 -14.16039 -21.79016 -0.05
H -0.34628 -13.35143 -22.25689 -0.04
H -0.50070 -13.91936 -20.92428 0.03
O -2.36876 -9.50905 -22.89330 -0.03
H -3.17048 -9.08530 -23.22322 0.10
H -1.89998 -8.92095 -22.30689 0.08
O -1.00927 -11.89044 -23.28537 -0.08
H -1.52857 -11.06276 -23.05201 0.05
H -0.17846 -11.51866 -23.54787 0.00
O -3.47614 -10.02578 -20.42713 -0.04
H -3.15728 -9.88174 -21.29749 -0.06
H -3.86675 -9.14387 -20.26677 0.05
O 1.48692 -10.63229 -23.16849 -0.03
H 2.34297 -10.89382 -22.85380 0.07
H 1.63564 -9.90023 -23.77593 0.08

---

60
Properties=species:S:1:pos:R:3:lowdin_charge:R:1 method="wB97M-V/def2-TZVPD" multiplicity=1 smiles="CN(CCN1CCOCC1)C(=O)C[C@H]1C(=O)NCCN1Cc1ccccc1C(F)(F)F" homo_lumo_gap_ev=8.6 total_charge=0
C -1.03287 -0.63925 -2.96021 -0.04
N -0.82333 0.66902 -2.37888 -0.08
C -0.16208 1.65586 -3.20796 -0.12
C 1.33261 1.33911 -3.38720 -0.16
N 1.51929 0.27913 -4.36536 -0.18
C 2.39270 -0.80525 -3.94412 -0.16
C 3.87258 -0.42237 -4.04786 -0.19
O 4.20275 -0.01370 -5.36174 -0.14
C 3.40629 1.07812 -5.76752 -0.20
C 1.91104 0.73797 -5.68712 -0.16
C -1.01254 0.95961 -1.07880 -0.47
O -0.72172 2.05173 -0.60660 0.04
C -1.63933 -0.11234 -0.19768 -0.01
C -0.59053 -0.75924 0.76721 -0.19
C 0.80798 -0.46359 0.23082 -0.45
O 1.22768 -1.00892 -0.77727 0.04
N 1.54770 0.42925 0.89908 0.11
C 1.19716 1.10255 2.12694 -0.14
C -0.30726 1.01688 2.34861 -0.15
N -0.70128 -0.36728 2.15232 -0.15
C -1.95985 -0.70336 2.78740 -0.13
C -1.76603 -0.93744 4.26548 -0.13
C -0.51272 -1.29617 4.74707 -0.02
C -0.30181 -1.53102 6.09253 -0.06
C -1.34911 -1.41591 6.99118 -0.07
C -2.60752 -1.07315 6.53415 -0.01
C -2.81677 -0.83809 5.18018 -0.07
C -4.19790 -0.47158 4.71415 -0.58
F -4.63594 -1.25369 3.70761 0.14
F -5.12235 -0.56439 5.67881 0.14
F -4.27261 0.79560 4.25499 0.13
H -0.60600 -0.63060 -3.95902 0.08
H -0.51555 -1.40511 -2.38199 0.08
H -2.09857 -0.87431 -3.02657 0.09
H -0.65712 1.69176 -4.18127 0.13
H -0.27092 2.61863 -2.70439 0.12
H 1.85103 2.26278 -3.67298 0.12
H 1.71996 1.01790 -2.41869 0.12
H 2.14037 -1.09220 -2.92352 0.10
H 2.20265 -1.65355 -4.60958 0.13
H 4.51454 -1.27649 -3.82802 0.12
H 4.10048 0.39101 -3.34020 0.12
H 3.69901 1.30308 -6.79460 0.12
H 3.62772 1.95295 -5.13427 0.12
H 1.31244 1.60835 -5.96207 0.12
H 1.69846 -0.07229 -6.39212 0.12
H -2.39865 0.38606 0.40750 0.12
H -2.12491 -0.88298 -0.78767 0.10
H -0.71241 -1.84828 0.72429 0.16
H 2.46433 0.61339 0.51495 0.16
H 1.72777 0.62937 2.96409 0.12
H 1.50740 2.14839 2.06038 0.13
H -0.81443 1.69500 1.64841 0.12
H -0.54485 1.31509 3.37067 0.13
H -2.33763 -1.63097 2.34417 0.15
H -2.72095 0.07383 2.62592 0.12
H 0.29361 -1.38699 4.03699 0.11
H 0.68161 -1.80769 6.44172 0.11
H -1.19137 -1.59585 8.04301 0.10
H -3.43223 -0.98837 7.22465 0.12

---

87
Properties=species:S:1:pos:R:3:lowdin_charge:R:1 method="wB97M-V/def2-TZVPD" multiplicity=2 homo_lumo_gap_ev="5.1 / 4.6" total_charge=+3 s2=0.75
Ir 0.08802 0.14073 0.32342 0.60
C -3.15816 -0.73008 -0.16476 -0.43
C -3.38900 0.65093 0.39783 -0.40
S -1.85185 1.64879 0.37861 0.88
C -1.89763 2.37104 2.04212 -0.43
C -1.63199 1.39186 3.16496 -0.42
S -0.16798 0.33645 2.86874 0.89
C -0.90544 -1.29478 3.20096 -0.45
C -2.08411 -1.65931 2.31207 -0.41
S -1.69694 -1.52527 0.53402 0.88
H -2.96678 -0.71374 -1.23886 0.10
H -4.01743 -1.38128 0.00663 0.12
H -3.74248 0.62081 1.42654 0.09
H -4.11775 1.20465 -0.19415 0.11
H -2.87624 2.84410 2.14361 0.12
H -1.15586 3.16745 2.02064 0.07
H -2.48658 0.74318 3.33994 0.08
H -1.44894 1.93953 4.08944 0.11
H -1.21667 -1.32023 4.24623 0.11
H -0.08881 -2.01032 3.09739 0.09
H -2.96077 -1.05377 2.52935 0.08
H -2.36286 -2.69993 2.48134 0.11
C 3.33354 5.56548 -4.96988 -0.40
S 4.61984 4.30367 -4.95199 0.84
C 4.64321 3.90274 -3.19427 -0.51
C 3.45217 3.05070 -2.76456 -0.26
C 3.57732 2.62511 -1.31226 -0.20
N 2.45580 1.75664 -0.86575 -0.38
P 2.51530 0.39003 0.09436 0.90
C 3.21079 0.60294 1.72985 -0.37
C 3.98760 1.72818 2.00715 -0.07
C 4.62262 1.84121 3.23544 -0.03
C 4.49745 0.83183 4.18037 -0.02
C 3.73053 -0.29410 3.90454 -0.04
C 3.08419 -0.40820 2.68501 -0.14
C 3.61430 -0.71329 -0.78649 -0.35
C 3.66020 -0.67510 -2.18423 -0.10
C 4.56784 -1.46097 -2.86988 -0.03
C 5.43003 -2.29650 -2.16961 -0.01
C 5.39687 -2.33579 -0.78158 -0.03
C 4.49879 -1.54443 -0.08623 -0.06
P 0.84777 2.18016 -0.71074 0.84
C 0.02902 2.38239 -2.27662 -0.37
C -1.02651 3.28165 -2.47054 -0.11
C -1.63753 3.36375 -3.71087 -0.03
C -1.21441 2.54955 -4.75426 -0.02
C -0.18731 1.63426 -4.55872 -0.03
C 0.42790 1.54247 -3.32317 -0.09
C 0.83765 3.67815 0.27254 -0.35
C 1.27081 3.61492 1.60330 -0.13
C 1.48567 4.77713 2.32051 -0.04
C 1.28875 6.01605 1.71541 -0.02
C 0.90320 6.08914 0.38626 -0.02
C 0.69138 4.92583 -0.34278 -0.06
H 3.29204 5.95087 -5.98681 0.04
H 3.59271 6.38966 -4.30564 0.04
H 2.35087 5.16613 -4.71701 0.02
H 4.70010 4.82508 -2.61006 0.09
H 5.57645 3.36034 -3.02717 0.08
H 3.40056 2.17174 -3.41050 0.10
H 2.52644 3.61294 -2.91674 0.09
H 3.62430 3.49845 -0.65482 0.12
H 4.49083 2.04433 -1.16563 0.13
H 4.10365 2.52141 1.27934 0.10
H 5.22612 2.71328 3.44853 0.13
H 5.00537 0.91769 5.13163 0.13
H 3.64683 -1.08621 4.63667 0.13
H 2.51179 -1.30402 2.47336 0.10
H 3.00196 -0.02200 -2.73593 0.07
H 4.60791 -1.42195 -3.95000 0.13
H 6.13913 -2.91062 -2.70876 0.13
H 6.08289 -2.97194 -0.23930 0.13
H 4.51106 -1.55922 0.99548 0.11
H -1.37357 3.91790 -1.66879 0.10
H -2.44139 4.07074 -3.86576 0.13
H -1.68926 2.62695 -5.72343 0.13
H 0.13628 0.99715 -5.37070 0.13
H 1.21850 0.82221 -3.17476 0.07
H 1.46092 2.65815 2.07527 0.07
H 1.81883 4.72352 3.34876 0.12
H 1.45616 6.92422 2.27925 0.13
H 0.78036 7.05119 -0.09248 0.13
H 0.43594 5.00114 -1.39024 0.10
Cl 0.55804 -1.98245 -1.59176 0.62
C 0.98391 -1.81611 0.12821 -0.77
H 2.04224 -2.00940 0.24002 -0.01
H 0.44621 -2.56237 0.70675 0.00

---

85
Properties=species:S:1:pos:R:3:lowdin_charge:R:1 method="wB97M-V/def2-TZVPD" multiplicity=1 homo_lumo_gap_ev=9.7 total_charge=0
C 1.18008 3.10705 2.15472 -0.09
C 0.69531 4.34852 1.40132 -0.19
C -0.42487 4.09953 0.38531 -0.43
C -1.19983 5.38955 0.13567 -0.04
O -1.32332 3.08515 0.89669 -0.33
S -1.73373 2.01464 -0.24261 0.96
O -0.86454 0.88509 -0.09750 -0.38
O -3.23063 1.59158 0.34749 -0.29
O -3.29036 1.69286 1.77543 -0.12
C -4.37065 2.55453 2.12507 -0.13
C -4.55903 3.80075 1.24694 -0.42
C -4.90798 4.99164 2.14974 -0.04
O -5.52070 3.60407 0.24050 -0.07
H 1.95451 2.59457 1.58603 0.08
H 0.37816 2.42307 2.41785 0.07
H 1.63658 3.42823 3.09257 0.07
H 0.38513 5.15265 2.06967 0.11
H 1.54393 4.73251 0.83206 0.12
H -0.00804 3.81606 -0.58511 0.13
H -0.51247 6.23261 0.08170 0.09
H -1.73691 5.34906 -0.81401 0.09
H -1.93454 5.55974 0.92174 0.08
H -5.29577 1.96395 2.10824 0.13
H -4.20181 2.82934 3.16427 0.13
H -3.61397 4.04822 0.77407 0.11
H -4.20012 5.04588 2.97831 0.08
H -5.91343 4.90819 2.56341 0.09
H -4.79543 5.91915 1.59011 0.08
H -6.37809 3.37725 0.62058 0.01
Br 3.18394 -1.46507 -1.16560 0.57
C 1.30676 -1.82116 -1.58394 -0.73
C 0.92664 -3.26485 -1.39539 -0.73
Br 1.59750 -4.36946 -2.85801 0.66
H 1.15302 -1.50520 -2.61076 0.05
H 0.74300 -1.16832 -0.91803 0.00
H -0.15630 -3.37478 -1.42066 0.06
H 1.30945 -3.70554 -0.48499 -0.03
Br 4.33675 -0.58722 2.99872 0.58
C 2.52614 -0.76423 3.69076 -0.66
C 1.93104 -2.09152 3.31631 -0.66
Br 1.40823 -2.13566 1.44433 0.77
H 1.96111 0.08060 3.30912 0.04
H 2.61752 -0.67985 4.77187 0.06
H 1.02123 -2.27834 3.88342 0.06
H 2.62395 -2.91176 3.45216 -0.05
Br -7.50757 6.34955 -2.84041 0.61
C -7.42592 4.44508 -3.22465 -0.69
C -8.66203 3.72819 -2.75121 -0.68
Br -8.64424 3.48800 -0.82302 0.67
H -6.52131 4.06866 -2.75692 0.05
H -7.33673 4.37178 -4.30624 0.06
H -8.70240 2.72375 -3.16652 0.06
H -9.57834 4.25603 -2.99329 0.05
Br 4.30187 -4.94549 3.80778 0.65
C 5.80338 -4.66106 2.60539 -0.67
C 5.36502 -4.66155 1.16470 -0.69
Br 5.00686 -6.46170 0.52029 0.61
H 6.53313 -5.43227 2.82856 0.05
H 6.20762 -3.68737 2.87647 0.05
H 6.15850 -4.27845 0.52717 0.06
H 4.46003 -4.08315 1.00195 0.03
Br 2.98072 -2.45534 -6.74448 0.60
C 1.49361 -3.70930 -6.66904 -0.74
C 1.33261 -4.45808 -7.96309 -0.71
Br 0.50656 -3.35625 -9.33824 0.60
H 0.61159 -3.13788 -6.40021 0.05
H 1.73745 -4.39406 -5.86122 0.00
H 0.65960 -5.30167 -7.82895 0.03
H 2.27819 -4.80606 -8.36547 0.05
Br 6.21048 2.39004 4.91247 0.59
C 7.70726 1.56933 5.84491 -0.70
C 7.98206 0.17784 5.34052 -0.69
Br 6.68671 -1.10442 6.01999 0.59
H 7.47106 1.59074 6.90358 0.05
H 8.55722 2.21943 5.64969 0.06
H 8.94696 -0.17304 5.69976 0.06
H 7.95332 0.11260 4.25752 0.05
Br -1.05124 -6.17279 -5.32545 0.64
C -1.97145 -5.28150 -3.86487 -0.70
C -2.65592 -6.26387 -2.95407 -0.70
Br -4.29488 -6.95811 -3.73921 0.61
H -2.65963 -4.57247 -4.31372 0.05
H -1.19285 -4.74337 -3.32770 -0.01
H -2.96262 -5.77460 -2.03220 0.06
H -2.03211 -7.12022 -2.72016 0.05

---

Computed molecular weight, in the same sequence as the records: 144.120; 442.482; 895.622; 1527.301 g mol⁻¹.
Computed energy above the lowest of the compared OMol25 structures with the same formula, charge and spin, in the same sequence as the records: 267.14; 35.44; 131.14; 29.61 kJ/mol.
Computed calculated total energy, in the same sequence as the records: -16639.242; -42503.891; -115739.918; -1024155.095 eV.